Density functional theory data (ωB97M-V with the def2-TZVPD basis set) for C50H50BrF4HgN2O7PS2Si as an isolated structure at a distorted geometry.

The value obtained for the molar mass is 1270.6 g/mol. The energy above the lowest of the compared OMol25 structures with the same formula, charge and spin comes out at 0.0 kJ/mol. The calculation puts the HOMO-LUMO gap (spin up / spin down) at 3.737 / 7.945 eV. As for the expectation value of S²: 0.768.

Geometry as ORCA input:
```
! wB97M-V def2-TZVPD RIJCOSX def2/J DEFGRID3
* xyz -1 2
Hg -0.988 -0.489 0.694
O -1.090 -1.011 -3.376
C -1.881 -0.759 -2.259
O -1.799 0.299 -1.714
C -2.737 -1.905 -1.838
C -2.698 -3.117 -2.581
C -3.620 -4.101 -2.184
C -4.473 -3.807 -1.207
C -4.387 -2.634 -0.398
N -3.494 -1.672 -0.737
C -5.478 -2.214 0.564
O -5.516 -0.877 0.836
O -6.207 -2.992 1.171
H -0.315 -0.387 -3.317
H -2.214 -3.248 -3.564
H -3.807 -5.006 -2.866
H -5.390 -4.424 -0.999
H -4.913 -0.390 0.254
F -0.044 8.379 -4.081
C 0.211 7.284 -3.390
C 1.166 7.228 -2.433
F 2.082 8.217 -2.122
C 1.245 6.120 -1.608
F 2.257 6.005 -0.701
C 0.311 5.089 -1.696
P 0.300 3.536 -0.635
C 0.918 3.917 0.991
C 0.873 5.199 1.636
C 1.085 5.263 3.025
C 1.500 4.130 3.686
C 1.636 2.896 3.029
C 1.194 2.833 1.708
C 1.706 2.593 -1.422
C 1.232 1.919 -2.614
C 2.092 1.085 -3.341
C 3.357 0.864 -2.885
C 3.818 1.581 -1.760
C 3.050 2.453 -1.052
C -0.625 5.089 -2.771
Br -1.960 3.824 -3.186
C -0.679 6.217 -3.607
F -1.504 6.406 -4.695
H 0.688 6.022 0.866
H 1.121 6.158 3.599
H 1.842 4.184 4.742
H 1.959 2.077 3.537
H 1.273 1.853 1.204
H 0.271 2.089 -3.064
H 1.731 0.610 -4.314
H 3.997 0.125 -3.335
H 4.898 1.441 -1.471
H 3.464 2.906 -0.135
S -2.399 3.340 2.347
C -3.180 4.119 1.026
C -3.050 5.463 0.590
C -3.818 5.883 -0.468
C -4.815 5.047 -0.973
C -4.919 3.700 -0.630
C -4.003 3.215 0.343
N -4.070 1.981 0.931
C -3.255 1.849 1.921
C -3.126 0.645 2.830
C -3.917 0.651 3.940
C -3.988 -0.507 4.787
C -3.102 -1.589 4.497
C -2.308 -1.524 3.354
C -2.294 -0.463 2.461
H -2.312 6.126 1.114
H -3.816 6.915 -0.945
H -5.522 5.532 -1.636
H -5.731 3.032 -1.006
H -4.575 1.537 4.138
H -4.802 -0.535 5.488
H -3.166 -2.445 5.129
H -1.734 -2.393 3.048
C 4.044 -0.639 1.717
C 3.390 -1.942 2.177
C 4.448 -2.795 2.947
C 2.127 -1.684 3.057
O 2.941 -2.695 1.053
Si 1.671 -2.559 0.005
S 1.142 -0.590 -0.434
O 0.296 -3.309 0.551
C -0.159 -4.699 0.448
C -0.416 -5.130 -0.963
C -1.455 -4.752 1.370
C 0.880 -5.545 1.136
O 2.155 -3.447 -1.267
C 3.339 -3.407 -2.067
C 2.820 -3.128 -3.436
C 3.978 -4.830 -2.032
C 4.335 -2.322 -1.597
H 4.168 0.011 2.574
H 3.392 -0.182 0.968
H 5.059 -0.746 1.340
H 4.928 -2.168 3.762
H 5.098 -3.092 2.118
H 3.859 -3.757 3.256
H 2.370 -1.208 4.035
H 1.730 -2.691 3.162
H 1.393 -1.006 2.661
H -0.950 -4.396 -1.565
H -0.999 -6.132 -1.101
H 0.582 -5.281 -1.439
H -2.208 -4.109 0.867
H -1.224 -4.376 2.318
H -1.962 -5.721 1.560
H 1.850 -5.571 0.606
H 0.578 -6.614 1.355
H 1.097 -5.017 2.063
H 1.938 -3.706 -3.569
H 3.554 -3.354 -4.230
H 2.482 -2.084 -3.595
H 4.146 -5.226 -0.958
H 4.981 -4.739 -2.502
H 3.361 -5.619 -2.521
H 3.826 -1.404 -1.272
H 5.071 -2.065 -2.389
H 4.789 -2.710 -0.638
*
```